[1]
Formula: C46H79N19O2SbSi
Source: the Open Molecules 2025 dataset
Level of theory: the ωB97M-V functional and the def2-TZVPD basis

Total charge ... -1
HOMO energy ... -3.07 eV
Energy above the lowest of the compared OMol25 structures with the same formula, charge and spin ... 0.0 kcal per mole

CARTESIAN COORDINATES (ANGSTROEM)
C (3.79849, 2.09678, -1.77519)
Si (2.07517, 1.28737, -1.94915)
C (2.17772, -0.43952, -1.15780)
C (1.81198, 1.06066, -3.82180)
Sb (0.28485, 2.74649, -0.75298)
C (-0.61716, 3.46320, -2.66143)
C (-2.05311, 4.04885, -2.59620)
C (-3.02159, 3.35209, -1.63614)
C (-3.28536, 1.89183, -1.99277)
O (-4.45935, 1.80548, -2.85794)
C (-4.96683, 0.56609, -2.93908)
O (-6.11611, 0.32411, -3.25891)
H (3.91362, 2.54669, -0.78513)
H (3.93105, 2.86933, -2.54023)
H (4.58310, 1.34585, -1.93611)
H (1.36169, -1.05751, -1.53254)
H (2.11400, -0.38984, -0.06517)
H (3.14030, -0.88524, -1.43082)
H (2.19180, 1.91985, -4.38303)
H (2.41511, 0.19717, -4.14546)
H (0.78095, 0.83258, -4.09757)
H (-0.85878, 1.40094, -0.67887)
H (0.99649, 2.12496, 0.80891)
H (1.49588, 4.07958, -0.74512)
H (-0.74679, 3.78446, 0.21210)
H (-0.59512, 2.71707, -3.46286)
H (0.04280, 4.28093, -2.98563)
H (-2.49517, 3.93979, -3.59966)
H (-2.04269, 5.12598, -2.41559)
H (-2.72372, 3.42820, -0.59053)
H (-3.99411, 3.85879, -1.71723)
H (-2.41579, 1.40767, -2.44126)
H (-3.50809, 1.35121, -1.06624)
H (-4.24809, -0.24456, -2.71664)
C (-5.54091, 5.23333, 1.70360)
C (-4.12984, 4.88264, 1.82295)
N (-3.00468, 4.66303, 1.92050)
H (-5.62272, 6.28155, 1.43723)
H (-6.02036, 4.62872, 0.93449)
H (-6.04175, 5.06739, 2.65073)
C (0.49820, -4.57345, -0.02829)
C (1.59766, -4.01823, -0.80769)
N (2.46951, -3.57933, -1.42065)
H (0.89511, -5.29598, 0.67958)
H (-0.01760, -3.78715, 0.51983)
H (-0.20160, -5.07216, -0.69374)
C (-2.41874, -0.71589, 1.62222)
C (-1.90854, -0.98816, 0.28677)
N (-1.43197, -1.19742, -0.73945)
H (-2.63245, 0.34969, 1.71505)
H (-3.33094, -1.28057, 1.80637)
H (-1.67175, -0.99462, 2.35646)
C (-2.98655, 8.11937, 3.98882)
C (-4.39239, 7.96099, 3.63082)
N (-5.49000, 7.83774, 3.30779)
H (-2.90401, 8.57178, 4.97547)
H (-2.50067, 7.14471, 3.99162)
H (-2.49362, 8.75719, 3.25824)
C (-6.30904, 5.36092, 6.43546)
C (-6.11838, 4.35565, 5.39478)
N (-5.96728, 3.56907, 4.57020)
H (-7.24509, 5.89127, 6.27299)
H (-6.34242, 4.88378, 7.41164)
H (-5.48780, 6.07466, 6.41159)
C (4.87602, 5.74150, -4.70580)
C (3.78435, 5.77324, -3.73507)
N (2.94835, 5.79602, -2.94408)
H (5.18580, 4.71197, -4.87550)
H (4.54976, 6.17388, -5.64962)
H (5.71974, 6.30997, -4.33169)
C (-5.03732, 2.29329, 9.07856)
C (-5.91527, 3.37781, 9.50917)
N (-6.61165, 4.23394, 9.84646)
H (-5.45812, 1.79890, 8.20491)
H (-4.05593, 2.68846, 8.82464)
H (-4.93200, 1.56620, 9.88094)
C (2.44665, -7.18183, -3.07792)
C (1.34279, -7.33872, -2.13830)
N (0.47375, -7.46255, -1.39401)
H (2.90556, -8.14701, -3.28054)
H (2.07765, -6.76527, -4.01141)
H (3.18844, -6.50530, -2.65598)
C (-0.85909, 1.58261, 4.63877)
C (-1.25640, 0.17989, 4.69196)
N (-1.57298, -0.92564, 4.73420)
H (-0.06631, 1.76515, 5.36160)
H (-0.50019, 1.82602, 3.63813)
H (-1.71437, 2.21411, 4.87152)
C (9.14266, 4.38096, -3.70498)
C (8.48597, 5.36637, -4.55845)
N (7.96848, 6.14389, -5.23015)
H (8.43645, 4.00677, -2.96571)
H (9.49938, 3.55011, -4.31017)
H (9.98599, 4.84094, -3.19407)
C (-0.07297, -8.01503, -6.83262)
C (1.28236, -8.37466, -6.42915)
N (2.35163, -8.65709, -6.11094)
H (-0.53674, -8.85237, -7.35026)
H (-0.66643, -7.76197, -5.95601)
H (-0.04211, -7.15363, -7.49617)
C (-0.05702, 7.06243, -4.47012)
C (-1.48244, 7.14909, -4.16492)
N (-2.60638, 7.17669, -3.90696)
H (0.52355, 7.13376, -3.55156)
H (0.15636, 6.10417, -4.93988)
H (0.22636, 7.86935, -5.14418)
C (-2.57128, -2.47192, 8.14564)
C (-2.23593, -1.06201, 8.29751)
N (-1.96719, 0.05259, 8.41592)
H (-3.04318, -2.83381, 9.05805)
H (-3.25216, -2.59458, 7.30570)
H (-1.66544, -3.04358, 7.95542)
C (1.94473, -4.48555, -8.73562)
C (0.53388, -4.64478, -8.39699)
N (-0.57789, -4.77039, -8.12499)
H (2.51832, -4.28335, -7.83309)
H (2.31952, -5.39704, -9.20148)
H (2.06490, -3.65516, -9.42831)
C (4.64443, -4.37966, 1.92338)
C (3.27496, -4.42829, 2.42388)
N (2.18618, -4.46673, 2.78288)
H (5.33017, -4.16531, 2.73859)
H (4.90045, -5.33568, 1.46764)
H (4.72474, -3.58971, 1.18220)
C (-2.11176, 0.46264, 12.01655)
C (-2.51421, -0.94028, 12.01317)
N (-2.83037, -2.04645, 11.99258)
H (-1.31380, 0.61768, 12.74001)
H (-1.75803, 0.73870, 11.02341)
H (-2.96126, 1.08911, 12.28284)
C (5.23557, -9.31930, -8.51235)
C (4.43145, -8.43197, -9.34736)
N (3.80199, -7.73338, -10.01052)
H (4.59624, -9.82725, -7.79254)
H (5.73628, -10.05578, -9.13784)
H (5.98226, -8.73890, -7.97449)
C (3.83931, 1.09117, 2.30944)
C (4.33943, -0.27405, 2.40498)
N (4.70983, -1.36598, 2.48266)
H (4.64229, 1.79553, 2.52067)
H (3.44667, 1.27605, 1.31120)
H (3.03362, 1.23726, 3.02479)
C (-0.83229, -10.31917, 0.26334)
C (-1.21369, -11.67666, -0.11752)
N (-1.51134, -12.74701, -0.41739)
H (-0.20178, -10.34864, 1.14973)
H (-0.28474, -9.84145, -0.54641)
H (-1.72173, -9.73114, 0.47886)

=====

[2]
Formula: C46H91BFNO32S5
Source: the Open Molecules 2025 dataset
Level of theory: the ωB97M-V functional and the def2-TZVPD basis

Total charge ... 0
HOMO energy ... -7.83 eV

CARTESIAN COORDINATES (ANGSTROEM)
C (0.22550, -2.02851, -0.34815)
C (-0.57496, -0.66631, -0.48680)
N (-1.15918, -0.07421, 0.84238)
C (-2.26297, -1.04408, 1.43214)
C (0.00661, 0.18086, 1.91203)
C (1.29115, 0.79777, 1.47109)
C (-1.98618, 1.19199, 0.52734)
C (-1.29666, 2.39347, -0.07059)
O (-0.68856, 3.08459, 0.98551)
C (-0.41773, 4.43863, 0.70828)
H (-0.33101, -2.75524, -0.93998)
H (0.12913, -2.54841, 0.60501)
H (1.18936, -2.09940, -0.85219)
H (-1.38185, -0.81312, -1.20477)
H (0.03627, 0.12699, -0.91711)
H (-2.55451, -0.55048, 2.35921)
H (-1.83978, -2.02526, 1.64731)
H (-3.01648, -1.07420, 0.64510)
H (0.10955, -0.76612, 2.44189)
H (-0.47053, 0.84983, 2.62821)
H (1.90824, 1.02637, 2.34003)
H (1.14580, 1.77084, 1.00195)
H (1.89088, 0.15218, 0.82950)
H (-2.36730, 1.41505, 1.52389)
H (-2.82182, 0.90883, -0.11268)
H (-1.90651, 3.07389, -0.66489)
H (-0.56823, 2.10921, -0.82999)
H (-1.42618, 4.84312, 0.62160)
H (0.19048, 4.68038, -0.16335)
H (-0.06868, 4.91288, 1.62553)
O (0.12707, -10.10422, 1.12129)
C (-0.71589, -10.91993, 0.97864)
O (-0.46115, -12.18001, 0.57692)
B (-1.72518, -12.90156, 0.60598)
O (-2.70073, -11.99739, 1.26251)
C (-2.17838, -10.82159, 1.43439)
O (-2.75866, -9.83424, 1.81379)
O (-1.55955, -14.11846, 1.37419)
C (-2.22722, -15.08148, 0.80142)
O (-2.43831, -16.24737, 1.18071)
C (-2.60258, -14.51791, -0.65048)
O (-2.24491, -13.29570, -0.78597)
O (-3.03553, -15.24050, -1.49124)
F (4.24897, -5.27405, 5.42469)
C (5.25999, -4.35146, 5.52708)
C (5.58416, -3.95790, 6.84101)
C (6.50948, -2.98323, 6.98291)
C (7.04166, -2.35489, 5.86146)
C (6.65422, -2.71149, 4.63167)
C (5.72005, -3.70478, 4.42140)
H (5.16538, -4.43945, 7.71230)
H (6.90783, -2.58712, 7.90531)
H (7.74482, -1.53625, 5.90380)
H (7.19490, -2.24407, 3.82199)
H (5.30948, -3.92207, 3.44640)
C (-1.52770, -10.32742, -5.95753)
S (-1.16565, -8.87387, -4.89240)
O (-0.79924, -7.61532, -5.75825)
C (-2.94619, -8.64983, -4.21429)
H (-2.08874, -11.06594, -5.38488)
H (-0.67446, -10.92293, -6.28226)
H (-2.10278, -9.93816, -6.79768)
H (-3.61048, -8.76493, -5.07077)
H (-3.15861, -7.70764, -3.70907)
H (-3.22017, -9.48680, -3.57202)
C (2.96029, 12.78414, 1.33294)
S (4.25337, 12.68639, 2.63837)
O (5.58055, 12.59272, 1.98506)
C (4.24743, 14.41950, 3.23976)
H (3.09966, 13.65323, 0.69002)
H (1.95198, 12.74163, 1.74478)
H (2.94992, 11.93580, 0.64861)
H (3.23753, 14.72417, 3.51430)
H (4.92647, 15.01649, 2.63098)
H (4.76973, 14.37718, 4.19554)
C (-1.36898, 10.87066, -7.41510)
S (-0.36892, 10.94092, -5.82034)
O (-0.58953, 9.68635, -4.99755)
C (1.17266, 10.94934, -6.77764)
H (-2.39231, 10.59621, -7.15903)
H (-1.02217, 10.12170, -8.12705)
H (-1.23890, 11.79685, -7.97487)
H (1.66713, 9.97802, -6.78991)
H (1.90238, 11.68409, -6.43741)
H (0.90446, 11.18292, -7.80798)
C (-2.45495, -2.15832, -7.41876)
S (-3.06017, -0.44158, -7.68137)
O (-2.37412, 0.34905, -6.62398)
C (-2.33009, -0.03371, -9.34805)
H (-1.36944, -2.20282, -7.33051)
H (-2.58986, -2.68538, -8.36328)
H (-2.94970, -2.63947, -6.57507)
H (-2.57510, 1.01496, -9.51650)
H (-2.74009, -0.62323, -10.16809)
H (-1.25385, -0.20481, -9.37082)
C (5.46381, -0.75112, -4.81188)
S (5.77131, 0.92033, -4.13277)
O (4.62113, 1.25757, -3.17962)
C (7.15612, 0.33167, -3.00044)
H (6.34403, -1.11875, -5.33929)
H (4.62566, -0.60786, -5.49385)
H (5.00160, -1.33156, -4.01342)
H (6.76661, -0.49696, -2.40904)
H (7.40517, 1.05959, -2.22829)
H (8.04823, 0.02710, -3.54769)
C (2.41047, 4.31024, -12.71915)
O (2.56475, 3.68510, -11.44217)
C (1.81602, 4.26796, -10.39973)
O (1.12195, 5.33615, -10.44527)
O (2.07477, 3.51373, -9.29978)
C (1.42084, 4.00381, -8.08222)
H (2.73904, 3.62697, -13.50228)
H (2.81883, 5.31607, -12.81726)
H (1.34698, 4.40776, -12.93735)
H (2.22820, 4.58515, -7.63690)
H (1.39559, 3.10960, -7.45945)
H (0.40034, 4.37089, -8.19155)
C (-3.30090, 8.47167, 6.49171)
O (-2.22983, 7.61349, 6.71294)
C (-1.03174, 8.17671, 6.80070)
O (-0.74189, 9.32084, 6.35226)
O (-0.18595, 7.24599, 7.06963)
C (1.18963, 7.38133, 6.71640)
H (-3.55732, 8.50375, 5.43279)
H (-3.14333, 9.48081, 6.87238)
H (-4.14866, 8.18873, 7.11568)
H (1.19139, 7.54032, 5.63806)
H (1.74975, 6.51992, 7.08019)
H (1.74529, 8.24439, 7.08309)
C (6.90362, -7.43422, -4.27180)
O (7.91505, -8.40456, -4.09788)
C (9.20493, -8.01072, -4.44166)
O (9.57235, -6.87064, -4.76171)
O (10.08839, -8.96033, -4.13545)
C (11.42326, -8.81130, -3.92702)
H (6.65030, -7.03705, -5.25475)
H (7.18077, -6.62785, -3.59279)
H (6.00347, -7.93412, -3.91414)
H (11.85137, -8.26898, -4.77006)
H (11.96030, -9.75266, -3.81073)
H (11.72208, -8.22792, -3.05612)
C (-7.26815, 4.91390, 2.31437)
O (-7.08725, 3.67009, 2.99126)
C (-7.21515, 3.67402, 4.32779)
O (-7.87341, 4.48213, 4.98095)
O (-6.55672, 2.55191, 4.74132)
C (-6.46303, 2.11982, 6.09273)
H (-6.78679, 5.70329, 2.89164)
H (-8.34073, 5.10136, 2.26385)
H (-6.73158, 4.78534, 1.37433)
H (-6.75969, 2.95418, 6.72828)
H (-5.48069, 1.70540, 6.31941)
H (-7.27457, 1.43515, 6.33918)
C (-0.64942, 1.04470, 9.88294)
O (-1.25744, -0.07292, 10.52999)
C (-1.57523, -1.18614, 9.81343)
O (-1.17119, -1.30338, 8.65128)
O (-2.35578, -2.06887, 10.41654)
C (-2.52949, -2.03659, 11.81558)
H (-1.36375, 1.20652, 9.07569)
H (0.38224, 0.93356, 9.54914)
H (-0.72500, 1.96680, 10.45925)
H (-2.83498, -3.01053, 12.19798)
H (-3.20098, -1.20570, 12.03194)
H (-1.63867, -1.79134, 12.39386)
C (-9.53270, -2.32177, 1.50186)
O (-8.40616, -2.40973, 2.40968)
C (-8.43939, -3.37334, 3.34724)
O (-9.25272, -4.26294, 3.46418)
O (-7.39082, -3.16583, 4.29397)
C (-7.00348, -4.17737, 5.23240)
H (-9.26495, -2.26443, 0.44682)
H (-10.07817, -1.38326, 1.60081)
H (-10.30713, -3.08018, 1.61653)
H (-6.11009, -3.77250, 5.70784)
H (-6.65108, -4.94840, 4.54725)
H (-7.81475, -4.52926, 5.86968)

=====

no.,HOMO-LUMO gap (eV)
1,4.583
2,6.896